# 1
# C42H27F4N10Ti

A molecular structure, C42H27F4N10Ti (the ωB97M-V functional and the def2-TZVPD basis, the Open Molecules 2025 dataset).

Geometry as ORCA input:
```
! RIJCOSX wB97M-V def2-TZVPD def2/J DEFGRID3
* xyz -1 3
Ti -0.034 -0.106 -0.234
C 0.213 -3.952 5.172
C 1.539 -4.217 4.787
C 2.121 -3.551 3.726
C 1.351 -2.611 3.045
C 1.621 -1.773 1.900
N 2.807 -1.724 1.267
C 2.832 -1.323 0.017
C 4.080 -1.203 -0.759
C 5.404 -1.246 -0.360
C 6.381 -1.052 -1.328
C 6.033 -0.837 -2.660
C 4.699 -0.816 -3.057
C 3.729 -0.991 -2.090
C 2.226 -1.093 -2.154
N 1.879 1.238 -2.906
C 1.297 2.184 -2.057
N 0.450 1.917 -1.057
C -0.076 3.134 -0.616
N -1.076 3.322 0.254
C -1.592 2.388 0.996
N -1.149 1.078 1.126
C -1.845 0.488 2.134
N -1.591 -0.655 2.752
C -0.454 -1.306 2.554
N 0.520 -1.030 1.612
C 0.028 -2.345 3.431
C -0.551 -3.013 4.507
C -2.895 1.389 2.589
C -3.897 1.246 3.540
C -4.726 2.329 3.773
C -4.543 3.536 3.083
C -3.537 3.683 2.145
C -2.713 2.590 1.897
C 0.517 4.183 -1.360
C 0.362 5.579 -1.355
C 1.092 6.326 -2.246
C 1.990 5.719 -3.159
C 2.155 4.357 -3.184
C 1.414 3.575 -2.279
N 1.789 -1.035 -0.772
H -0.211 -4.497 6.006
H 2.108 -4.959 5.335
H 3.141 -3.747 3.422
H 5.652 -1.419 0.679
H 7.427 -1.062 -1.049
H 6.814 -0.680 -3.394
H 4.440 -0.653 -4.097
H -1.571 -2.797 4.797
H -4.015 0.309 4.071
H -5.527 2.251 4.498
H -5.207 4.367 3.292
H -3.388 4.613 1.611
H -0.325 6.041 -0.657
H 0.987 7.405 -2.257
H 2.554 6.345 -3.839
H 2.857 3.903 -3.876
C 1.437 -0.131 -3.036
N 0.004 -0.331 -2.730
C -0.864 0.584 -3.486
C -0.450 -1.717 -3.012
C -0.774 -2.494 -1.733
N -1.375 -1.553 -0.805
C -2.475 -1.937 -0.081
C -3.550 -1.055 0.107
F -3.527 0.131 -0.516
C -4.626 -1.379 0.904
F -5.628 -0.495 1.043
C -4.707 -2.600 1.542
C -3.667 -3.490 1.358
F -3.703 -4.682 1.982
C -2.580 -3.174 0.575
F -1.557 -4.043 0.488
H 1.638 -0.411 -4.083
H 2.076 1.663 -3.798
H 2.011 -2.106 -2.533
H -0.794 0.391 -4.566
H -1.889 0.414 -3.161
H -0.621 1.623 -3.294
H -1.360 -1.646 -3.607
H 0.282 -2.251 -3.627
H -1.463 -3.307 -1.986
H 0.130 -2.958 -1.326
H -5.553 -2.847 2.167
*
```

- HOMO energy (alpha / beta): -2.99 / -3.21 eV
- E_tot: -3413.46524 Ha
- Relative energy (zero: lowest compared OMol25 entry of this formula, charge and spin): 0.601 eV
- M: 795.61 Da
- HOMO-LUMO gap (alpha / beta): 5.255 / 4.755 eV


# 2
# C40H48AsCaClINO7P2S

A molecular structure, C40H48AsCaClINO7P2S (the ωB97M-V functional and the def2-TZVPD basis, the Open Molecules 2025 dataset).

Geometry as ORCA input:
```
! RIJCOSX wB97M-V def2-TZVPD def2/J DEFGRID3
* xyz 0 1
Ca -0.088 0.000 -0.054
Cl 5.346 0.206 4.829
C 3.811 0.310 4.010
C 2.691 0.628 4.720
C 1.449 0.737 4.081
I -0.231 1.270 5.198
C 1.267 0.560 2.710
O 0.141 0.712 2.106
C 2.462 0.158 1.987
N 2.306 -0.144 0.669
C 3.348 -0.505 -0.042
C 4.641 -0.591 0.492
C 4.824 -0.318 1.818
C 3.725 0.055 2.622
H 2.763 0.802 5.785
H 3.167 -0.763 -1.080
H 5.466 -0.887 -0.141
H 5.803 -0.392 2.271
S -1.556 -2.081 1.060
C -1.654 -3.624 0.233
C -2.653 -4.531 0.636
C -2.755 -5.796 0.088
C -1.858 -6.221 -0.889
C -0.876 -5.345 -1.312
C -0.774 -4.062 -0.776
As 0.518 -2.809 -1.482
C -0.326 -2.374 -3.186
C -1.581 -2.841 -3.559
C -2.181 -2.385 -4.729
C -1.529 -1.465 -5.538
C -0.270 -1.000 -5.176
C 0.319 -1.447 -4.003
C 1.946 -3.989 -2.081
C 2.050 -4.460 -3.386
C 3.111 -5.279 -3.753
C 4.074 -5.633 -2.816
C 3.975 -5.163 -1.513
C 2.920 -4.339 -1.149
H -3.341 -4.216 1.411
H -3.535 -6.465 0.433
H -1.925 -7.216 -1.309
H -0.171 -5.656 -2.075
H -2.097 -3.557 -2.932
H -3.159 -2.757 -5.009
H -1.997 -1.114 -6.449
H 0.245 -0.282 -5.801
H 1.293 -1.064 -3.715
H 1.298 -4.188 -4.118
H 3.183 -5.643 -4.770
H 4.900 -6.271 -3.102
H 4.723 -5.437 -0.779
H 2.848 -3.970 -0.132
C 1.347 4.993 -1.823
C -0.117 5.270 -2.104
C -0.597 6.579 -1.512
O -0.993 4.196 -1.634
P -0.742 3.275 -0.389
O 0.402 2.334 -0.459
C -2.300 2.385 -0.274
P -2.639 1.317 -1.680
O -1.543 0.339 -1.866
O -2.795 2.188 -2.976
C -3.996 2.851 -3.452
C -3.590 3.533 -4.739
C -4.554 3.827 -2.433
O -4.051 0.734 -1.335
C -4.576 -0.418 -2.098
C -6.076 -0.239 -2.144
C -4.142 -1.697 -1.422
O -0.685 4.293 0.800
C -0.476 3.833 2.192
C -1.716 4.209 2.973
C 0.778 4.497 2.702
H 1.948 5.775 -2.288
H 1.652 4.028 -2.223
H 1.546 5.003 -0.749
H -0.287 5.265 -3.181
H -0.459 6.575 -0.431
H -1.653 6.739 -1.731
H -0.025 7.404 -1.937
H -3.113 3.097 -0.127
H -2.276 1.758 0.629
H -4.734 2.075 -3.662
H -2.861 4.318 -4.527
H -4.462 3.981 -5.216
H -3.141 2.815 -5.425
H -3.782 4.540 -2.136
H -4.937 3.311 -1.552
H -5.382 4.376 -2.881
H -4.154 -0.366 -3.107
H -6.480 -0.259 -1.131
H -6.527 -1.053 -2.712
H -6.351 0.706 -2.614
H -4.518 -1.735 -0.399
H -3.057 -1.771 -1.382
H -4.535 -2.552 -1.977
H -0.352 2.749 2.180
H -1.915 5.279 2.877
H -1.566 3.966 4.024
H -2.589 3.653 2.626
H 0.662 5.583 2.703
H 1.636 4.227 2.085
H 0.973 4.162 3.722
*
```

- HOMO energy: -6.65 eV
- E_tot: -6887.03163 Ha
- Relative energy (zero: lowest compared OMol25 entry of this formula, charge and spin): 0.100 eV
- M: 1026.20 Da
- HOMO-LUMO gap: 6.956 eV


# 3
# H80O40

40 unconnected molecules or ions with the total composition H80O40 (the ωB97M-V functional and the def2-TZVPD basis, the Open Molecules 2025 dataset).

Geometry as ORCA input:
```
! RIJCOSX wB97M-V def2-TZVPD def2/J DEFGRID3
* xyz 0 1
H 1.065 0.219 3.769
H 0.607 1.758 3.312
O 1.319 1.131 3.751
H -0.187 -4.989 -2.887
H -1.171 -3.962 -2.056
O -0.900 -4.793 -2.088
H -1.792 1.002 -1.735
H -1.781 1.830 -3.089
O -1.728 1.931 -2.072
H -2.165 4.258 2.022
H -2.632 4.356 0.698
O -2.425 3.729 1.289
H -3.517 -0.942 -2.964
H -4.807 -0.667 -1.688
O -4.365 -0.411 -2.572
H 0.370 -6.403 -0.455
O 1.150 -6.277 0.182
H 2.952 3.931 3.474
O 3.217 3.233 2.912
H 4.601 -2.807 -2.229
H 4.050 -3.547 -0.923
O 4.094 -3.519 -1.849
H 4.277 2.388 -0.637
H 4.405 3.747 0.056
O 4.816 3.210 -0.688
H 2.214 5.381 0.534
H 3.253 4.453 1.335
O 2.634 4.496 0.629
H 0.189 -1.370 1.693
H -1.171 -0.682 1.544
O -0.507 -0.905 2.101
H 0.422 2.803 -1.902
O 1.130 3.544 -2.053
H 1.841 -0.143 -3.779
H 0.990 0.657 -4.270
O 0.832 0.048 -3.530
H -4.915 -4.658 1.489
H -5.552 -3.124 1.271
O -5.212 -3.835 1.955
H -1.997 -1.456 -1.375
H -0.608 -0.688 -1.878
O -1.512 -1.012 -2.099
H 1.483 3.342 -4.214
H 0.463 4.286 -5.122
O 0.913 3.405 -5.157
H 0.570 -3.191 5.505
H 0.436 -3.017 3.988
O 0.266 -2.571 4.812
H 3.215 -3.413 2.349
H 3.958 -4.524 1.604
O 3.984 -3.678 1.772
H 1.506 -1.409 -0.630
O 0.879 -1.479 -1.338
H 1.385 3.434 4.798
H 2.501 2.429 5.470
O 1.802 3.235 5.653
H -3.549 -2.511 3.745
O -3.230 -1.914 3.171
H -0.808 1.573 -4.517
H -1.074 3.073 -5.225
O -1.440 2.327 -4.679
H 5.099 0.108 -0.872
H 6.449 0.754 -1.190
O 5.618 0.388 -1.699
H 1.668 -0.436 1.126
H 2.992 -0.583 1.101
O 2.299 -1.133 1.150
H -5.697 -0.740 0.335
H -6.733 -1.098 -0.641
O -5.788 -1.329 -0.490
H -0.668 4.932 -1.821
H 0.036 5.387 -3.055
O -0.795 5.686 -2.499
H -4.361 -2.324 -0.934
H -4.510 -3.271 -2.233
O -4.492 -3.354 -1.170
H 3.772 3.509 -2.023
H 5.012 3.650 -2.799
O 4.137 3.401 -2.869
H 3.190 1.379 1.825
H 2.864 1.911 0.521
O 3.533 1.390 0.907
H -1.717 -3.171 -5.616
H -1.837 -2.471 -4.251
O -2.286 -3.123 -4.917
H 0.637 4.384 2.406
H -0.197 5.597 2.856
O 0.371 4.808 3.159
H -2.672 -5.872 1.855
O -2.302 -5.173 2.187
H 0.119 1.275 0.215
H 1.225 0.761 -0.739
O 1.101 1.125 0.047
H 1.076 -1.178 -2.124
H 1.510 -5.409 0.282
H -2.350 -2.060 2.840
H 3.856 2.803 3.400
H 1.670 3.376 -1.211
H -2.338 -5.439 3.059
O 0.590 -5.386 2.384
H -0.338 -5.383 1.932
H 0.921 -6.100 1.994
O -3.100 1.486 4.028
H -3.694 0.715 3.805
H -2.484 0.707 4.407
O 3.853 -0.361 3.791
H 3.409 0.186 4.517
H 3.387 -0.494 2.935
O 3.403 0.064 -2.492
H 3.671 0.917 -2.378
H 4.098 -0.467 -2.565
O -5.625 -0.347 1.829
H -5.117 -1.067 2.217
H -5.360 0.262 2.374
O -4.320 1.722 -4.531
H -3.614 1.597 -3.838
H -4.946 1.111 -4.090
O -2.796 0.137 0.329
H -2.788 1.093 0.443
H -3.382 -0.169 -0.388
*
```

- HOMO energy: -10.17 eV
- E_tot: -3057.16824 Ha
- Relative energy (zero: lowest compared OMol25 entry of this formula, charge and spin): 16.030 eV
- M: 720.60 Da
- HOMO-LUMO gap: 9.542 eV